Molecular formula: C27H32BClF6N10O5S2Y
Method: DFT, ωB97M-V/def2-TZVPD

Computed properties:
- Kohn-Sham gap: 8.80 eV
- Max |F|: 0.7 eV/Å
- Total charge: +1

Geometry (Å):
Y -0.130 0.047 0.303
C -4.213 1.128 0.908
C -3.371 0.478 0.014
N -2.147 1.007 0.056
N -2.174 2.006 0.991
C -3.409 2.086 1.500
B -0.925 2.903 1.351
N 0.046 2.216 2.361
C 0.322 2.592 3.617
C 1.359 1.823 4.102
C 1.678 0.972 3.049
N 0.898 1.213 1.996
N -0.126 3.169 0.062
C 0.247 4.338 -0.475
C 1.083 4.089 -1.546
C 1.179 2.702 -1.593
N 0.451 2.148 -0.621
H -5.256 0.948 1.088
H -3.576 -0.346 -0.652
H -3.638 2.835 2.238
H -1.323 3.915 1.834
H -0.232 3.394 4.071
H 1.806 1.866 5.077
H 2.401 0.173 3.014
H -0.110 5.263 -0.060
H 1.558 4.805 -2.191
H 1.733 2.084 -2.282
F -0.660 -5.269 1.016
C 0.388 -4.473 0.898
F 0.851 -4.522 -0.349
F 1.338 -4.832 1.737
S -0.137 -2.736 1.236
O 1.056 -1.875 1.079
O -1.119 -2.344 0.231
N -0.631 -2.859 2.696
S -1.193 -1.502 3.332
O -0.572 -1.172 4.560
O -1.299 -0.488 2.280
C -2.943 -1.950 3.703
F -2.947 -2.877 4.648
F -3.581 -0.866 4.127
F -3.542 -2.413 2.616
C -1.356 -3.130 -5.094
C -0.030 -3.767 -5.540
C -0.332 -4.730 -6.697
C 0.515 -4.623 -4.394
C 1.031 -2.699 -6.008
O 2.151 -3.384 -6.581
C 0.457 -1.712 -7.041
C 1.479 -0.954 -7.908
C 2.195 0.184 -7.222
C 1.489 1.315 -6.827
C 2.096 2.328 -6.107
C 3.436 2.208 -5.776
Cl 4.184 3.449 -4.810
C 4.181 1.121 -6.201
C 3.554 0.120 -6.929
C 1.764 -1.999 -4.850
N 0.933 -1.320 -3.867
C 0.940 -1.481 -2.552
N 0.149 -0.572 -1.981
C -0.323 0.133 -3.049
N 0.131 -0.288 -4.195
H -2.100 -3.915 -4.953
H -1.760 -2.435 -5.826
H -1.269 -2.606 -4.144
H -1.096 -5.439 -6.379
H 0.543 -5.318 -6.972
H -0.714 -4.233 -7.587
H -0.151 -5.468 -4.221
H 0.566 -4.078 -3.452
H 1.504 -5.018 -4.627
H 1.873 -3.808 -7.400
H -0.194 -0.994 -6.541
H -0.191 -2.278 -7.712
H 0.940 -0.553 -8.770
H 2.215 -1.653 -8.308
H 0.439 1.403 -7.070
H 1.539 3.203 -5.801
H 5.233 1.059 -5.961
H 4.127 -0.741 -7.250
H 2.462 -1.266 -5.249
H 2.339 -2.737 -4.293
H 1.517 -2.238 -2.047
H -0.998 0.968 -2.956